143
Properties=species:S:1:pos:R:3:forces:R:3 method="wB97M-V/def2-TZVPD" total_charge=0 lumo_ha=-0.0381
C -3.735247 -5.045956 -2.365324 -0.36 0.69 -0.16
C -4.494468 -3.703288 -2.576774 0.40 -0.41 0.71
C -3.563474 -2.733490 -3.251162 -0.45 -0.41 0.89
O -3.646952 -2.416844 -4.384907 0.02 0.48 -1.26
O -2.543333 -2.275444 -2.437025 -0.54 0.03 0.25
C -3.057377 -1.182809 -1.666673 0.49 0.32 0.52
C -2.358662 -1.055920 -0.305397 0.41 0.30 0.39
C -1.904349 0.375522 -0.032167 0.30 0.43 -0.09
C -2.871716 1.313479 0.465114 1.10 0.04 -0.42
C -4.294240 0.823186 0.677495 -0.01 0.52 0.16
C -5.377107 1.859658 0.923561 -1.10 0.38 0.79
C -5.453434 3.120204 0.289159 -1.02 -0.24 0.78
C -6.532890 3.986464 0.588727 -0.01 -0.93 0.87
C -7.563399 3.613763 1.493661 1.26 -0.97 -0.35
C -7.517783 2.346646 2.115548 0.89 0.23 -0.52
C -8.615430 1.899145 3.050652 -0.05 0.14 -0.63
C -6.417337 1.500494 1.831767 0.04 0.77 -0.67
C -2.453569 2.622230 0.768076 1.15 -0.57 -0.45
C -1.111411 3.025787 0.535072 -0.52 -0.80 -0.19
C -0.170520 2.112178 0.038422 -1.24 -0.32 0.14
C -0.556718 0.779074 -0.250457 -1.11 0.53 0.64
C 0.516058 -0.141650 -0.755258 0.21 0.85 0.57
O 0.325106 -1.007620 -1.557513 -0.24 -0.84 -0.45
C 1.899582 0.134386 -0.205199 0.03 0.43 -0.15
C 2.809655 -1.050327 0.033050 -0.08 -0.05 0.59
F 3.116533 -1.703651 -1.158257 0.05 0.24 -0.11
C 4.067493 -0.729147 0.828928 -0.06 -0.61 0.03
C 5.056446 -1.895801 0.857797 0.21 0.44 -0.17
C 2.226140 1.408356 0.055735 0.01 -0.77 0.02
C 1.243878 2.495958 -0.181903 -0.29 -0.42 0.22
O 1.572717 3.604952 -0.513020 0.38 0.73 -0.07
H -3.158230 -4.984289 -1.445258 0.08 -0.15 -0.03
H -4.466231 -5.847493 -2.295996 0.17 -0.17 0.01
H -3.053746 -5.203519 -3.199323 -0.04 -0.33 0.01
H -5.413760 -3.832550 -3.140188 0.13 0.04 -0.26
H -4.757297 -3.330410 -1.584725 -0.12 0.08 -0.06
H -4.130346 -1.308444 -1.503438 -0.03 0.01 -0.19
H -2.892420 -0.253856 -2.212026 -0.10 -0.12 -0.24
H -1.507162 -1.729678 -0.250618 0.03 -0.02 -0.29
H -3.006931 -1.349305 0.523179 -0.15 -0.11 -0.18
H -4.630784 0.216055 -0.164169 0.20 0.01 -0.08
H -4.261338 0.139082 1.530046 -0.17 0.00 0.05
H -4.695013 3.420582 -0.422211 -0.08 0.08 0.01
H -6.589402 4.968238 0.139396 0.26 -0.03 -0.01
H -8.405135 4.262367 1.704302 0.13 0.14 -0.08
H -9.255624 2.743752 3.306213 0.08 -0.01 0.22
H -8.229253 1.419873 3.948478 -0.02 0.03 0.05
H -9.264518 1.194027 2.524014 0.14 -0.09 0.14
H -6.358813 0.523042 2.323572 -0.32 0.70 -0.81
H -3.152627 3.335374 1.179808 0.03 -0.02 0.01
H -0.803750 4.045359 0.738777 -0.01 -0.09 0.01
H 2.239046 -1.772192 0.632140 -0.06 -0.09 -0.16
H 3.728313 -0.568038 1.855713 0.08 0.42 -0.05
H 4.578560 0.154375 0.451531 -0.04 0.09 0.01
H 5.369298 -2.143100 -0.156218 -0.09 -0.24 0.06
H 5.951082 -1.575046 1.388391 0.06 -0.03 0.10
H 4.665562 -2.767534 1.377347 -0.13 -0.13 -0.14
H 3.193274 1.677773 0.459219 0.04 0.17 -0.20
C -5.630153 1.153313 -4.233104 0.11 0.03 -0.07
Cl -6.952740 2.255991 -4.625292 -0.02 -0.03 0.02
Cl -4.318404 1.303384 -5.395380 -0.02 -0.02 0.02
Cl -5.044447 1.446667 -2.590834 -0.19 0.09 -0.10
H -6.008747 0.140326 -4.279236 0.01 0.00 0.01
C -12.394346 1.762117 1.592945 0.12 0.02 -0.01
Cl -12.455396 3.167390 2.660299 -0.03 0.00 -0.01
Cl -11.370898 2.089311 0.194685 0.01 0.04 0.05
Cl -11.826800 0.339726 2.470290 -0.15 -0.04 0.02
H -13.397107 1.562318 1.239372 0.00 0.00 0.01
C 2.971182 5.343940 -3.599217 -0.04 -0.02 0.00
Cl 3.182738 3.890429 -4.579236 0.01 0.02 0.07
Cl 4.497567 6.223118 -3.445322 -0.07 -0.07 0.02
Cl 1.728699 6.385679 -4.291610 -0.02 0.00 0.02
H 2.648644 5.042053 -2.609532 0.01 -0.02 -0.01
C 2.256629 -5.313550 -0.574026 -0.04 -0.09 -0.03
Cl 0.630383 -5.204633 -1.220767 -0.09 0.10 0.07
Cl 2.209444 -5.257853 1.196421 0.11 0.12 0.07
Cl 3.062745 -6.780323 -1.134517 0.04 0.15 -0.12
H 2.822677 -4.459999 -0.924472 0.01 0.05 0.03
C -9.865902 5.175588 -2.332544 0.01 -0.09 0.07
Cl -8.609987 4.594207 -1.235525 -0.41 0.10 -0.50
Cl -11.330345 5.551069 -1.423525 -0.07 0.06 -0.05
Cl -9.320835 6.567365 -3.270111 0.01 -0.05 0.04
H -10.097063 4.374121 -3.022237 -0.02 0.04 -0.03
C 7.593225 7.360944 -1.429455 -0.07 0.10 0.03
Cl 9.239535 6.906206 -0.975315 0.05 -0.10 -0.02
Cl 7.093402 8.813945 -0.566721 -0.02 -0.02 0.02
Cl 7.463308 7.588998 -3.169731 0.12 0.02 -0.01
H 6.930566 6.553137 -1.145045 0.02 -0.01 0.00
C -10.280814 -1.983753 -0.943581 0.00 0.10 0.32
Cl -9.129583 -0.811755 -0.293936 0.03 0.04 -0.02
Cl -10.029586 -3.569129 -0.212153 -0.01 -0.02 -0.05
Cl -11.944922 -1.447820 -0.704871 0.21 -0.01 0.03
H -10.103949 -2.069156 -2.004259 0.01 0.01 -0.02
C -13.325204 -3.623342 -3.798034 -0.06 -0.03 0.14
Cl -13.462259 -5.298661 -3.271614 0.01 0.01 -0.02
Cl -14.345668 -2.572772 -2.817083 -0.09 -0.05 -0.16
Cl -11.636788 -3.095410 -3.755868 -0.07 -0.08 -0.25
H -13.665026 -3.560736 -4.823026 0.02 0.01 -0.01
C 10.906701 7.428717 2.396828 0.03 0.06 0.11
Cl 10.638596 5.705027 2.716792 -0.12 0.09 -0.06
Cl 9.864595 8.411957 3.420676 -0.03 -0.02 -0.04
Cl 12.600384 7.864552 2.632069 -0.16 0.16 -0.03
H 10.647885 7.620969 1.364172 -0.02 -0.02 0.00
C 15.368078 4.732549 3.004057 -0.06 -0.04 0.08
Cl 13.655037 4.736390 2.543304 0.48 -0.20 0.17
Cl 15.520541 4.828270 4.759372 -0.01 0.07 0.01
Cl 16.236624 3.325752 2.395127 -0.02 0.03 -0.02
H 15.825943 5.614509 2.575935 -0.02 0.01 0.00
C 2.613801 -10.305395 1.272212 0.07 0.05 0.04
Cl 3.368029 -10.519201 -0.307770 -0.03 0.01 0.01
Cl 3.555493 -11.106740 2.530813 -0.03 -0.03 0.03
Cl 2.414874 -8.591798 1.645188 -0.07 -0.14 0.11
H 1.632434 -10.759901 1.242927 0.01 -0.01 -0.01
C 7.745951 2.794520 2.839052 -0.06 -0.07 0.02
Cl 6.583644 3.144303 1.553711 0.02 0.01 -0.01
Cl 6.971727 2.870774 4.420473 0.01 0.02 -0.02
Cl 8.508952 1.225589 2.586796 0.00 0.00 -0.02
H 8.517860 3.550177 2.803757 0.01 0.06 -0.01
C 1.955154 -8.577148 5.559657 0.01 -0.01 0.01
Cl 3.027000 -7.573474 6.537614 0.00 -0.01 -0.02
Cl 1.856792 -10.213210 6.212660 0.00 0.01 -0.02
Cl 0.351648 -7.849888 5.441895 0.01 -0.01 -0.03
H 2.369387 -8.639665 4.560899 -0.01 0.00 0.01
C 13.847966 1.487338 -1.054364 0.05 -0.05 0.11
Cl 12.973378 -0.026519 -0.786164 -0.02 0.01 -0.06
Cl 13.625537 2.588179 0.304737 -0.12 -0.16 -0.26
Cl 15.564805 1.184247 -1.321018 -0.06 0.21 -0.37
H 13.443711 1.951442 -1.943867 -0.01 0.00 0.00
C -4.727851 -1.649088 4.828873 0.04 0.10 0.03
Cl -5.565800 -0.286474 4.067155 0.43 -0.55 0.78
Cl -4.029302 -2.698393 3.592361 -0.02 -0.01 0.00
Cl -3.485953 -1.079295 5.941395 -0.04 -0.01 -0.01
H -5.450687 -2.224240 5.392378 0.00 0.00 -0.02
C 0.456545 -4.351468 -5.130967 -0.12 -0.08 0.13
Cl -0.732147 -3.557144 -4.110033 0.29 0.07 -0.20
Cl 0.767676 -5.985888 -4.532669 0.13 -0.07 -0.19
Cl -0.049027 -4.397840 -6.822866 -0.01 0.05 0.04
H 1.372236 -3.778409 -5.067780 0.05 -0.08 -0.04
C 16.136153 -2.237789 0.947128 0.05 0.05 0.00
Cl 16.611192 -2.445950 -0.740374 -0.03 -0.01 0.00
Cl 17.294278 -3.024252 2.022320 -0.03 -0.01 0.00
Cl 15.965819 -0.530358 1.343887 0.05 -0.19 0.34
H 15.173620 -2.712169 1.085135 0.00 0.00 -0.01

83
Properties=species:S:1:pos:R:3:forces:R:3 method="wB97M-V/def2-TZVPD" total_charge=0 relative_energy_ev=0.000 lumo_ha=-0.1758
C -2.622526 -0.952132 3.577193 0.10 0.20 0.46
C -1.711818 -0.955262 2.803591 -0.33 -0.72 -0.27
C -0.709302 -1.312843 1.855538 0.11 0.45 0.33
C 0.626668 -1.319310 2.270932 0.18 -0.06 -0.19
C 0.924739 -0.977476 3.709755 -0.57 0.01 0.19
C 0.798417 0.540588 4.052192 0.64 -0.66 -0.06
C -0.004265 0.822204 5.306061 -0.22 0.00 -0.17
N 0.639389 0.628753 6.559863 0.16 -0.19 -0.49
O -1.134196 1.219203 5.250079 -0.09 0.37 0.15
C 1.620714 -1.672930 1.354246 0.23 -0.09 0.63
C 3.062524 -1.712525 1.795520 0.19 0.24 -0.32
C 3.852500 -0.371052 1.670833 -0.41 -0.39 -0.37
C 3.034587 0.877643 1.345658 0.84 0.58 0.56
C 3.770135 2.168032 1.796280 -0.76 -0.16 -0.38
C 4.310643 2.996656 0.635449 0.43 -0.06 0.71
C 5.229871 4.107638 1.154983 -0.59 -0.04 -0.33
C 5.296598 5.300878 0.211092 0.42 -0.34 0.19
C 1.280272 -2.014973 0.047006 0.55 -0.37 -0.40
N 2.275229 -2.397131 -0.899459 -0.22 0.35 0.23
C 2.867134 -1.298237 -1.684639 0.08 -1.03 -0.38
C 3.169877 -1.766469 -3.120978 0.01 0.21 0.09
C -0.052705 -1.988089 -0.353626 0.31 -0.01 -0.12
C -1.034023 -1.640089 0.551095 -0.34 0.16 -0.46
C -2.439773 -1.687186 0.049132 -0.10 -0.15 0.59
O -3.322141 -2.098564 0.765024 -0.17 -0.09 -0.11
C -2.648923 -1.263785 -1.357364 -0.19 0.13 0.46
C -3.776680 -0.548865 -1.754526 -0.75 -0.04 0.09
C -4.786413 -0.152690 -0.708629 0.40 0.02 0.45
O -5.927418 -0.979872 -0.758966 0.04 0.10 -0.15
C -6.523896 -1.208400 0.505511 -0.47 -0.14 -0.34
C -3.957069 -0.208286 -3.096355 0.35 0.44 0.53
P -5.397987 0.642591 -3.898847 -0.63 -0.48 -0.80
C -6.531764 1.329268 -2.638060 0.19 0.26 -0.01
O -4.727074 2.019982 -4.495147 0.05 -0.09 0.52
C -2.948430 -0.598026 -3.991832 -0.40 0.30 -0.62
C -3.037912 -0.328153 -5.474599 0.04 0.31 -1.36
O -2.481936 0.711386 -5.881388 -0.03 -0.11 0.57
O -3.568715 -1.202024 -6.182262 0.01 -0.23 0.47
C -1.822274 -1.287799 -3.586895 0.13 -0.50 -0.41
C -0.806379 -1.629196 -4.647012 1.73 1.83 -0.69
O -0.849759 -2.895050 -5.064408 -0.56 -0.42 -0.03
O -0.062161 -0.772724 -5.111898 -0.85 -1.67 0.93
C -1.668332 -1.631449 -2.255408 0.53 -0.35 -0.12
C -0.475912 -2.339217 -1.733736 0.01 0.30 0.06
O 0.169078 -3.144996 -2.384014 0.08 -0.38 -0.19
H -3.338916 -0.961011 4.354983 -0.29 0.18 0.08
H 0.198930 -1.527665 4.306901 -0.14 -0.04 0.08
H 1.887142 -1.364101 4.006258 0.27 0.08 0.04
H 0.378090 1.069668 3.207903 -0.38 0.16 0.02
H 1.809260 0.916203 4.204806 0.08 0.21 -0.04
H 1.441153 0.018604 6.455318 0.20 0.18 0.06
H 0.957346 1.532957 6.889531 -0.18 -0.05 0.41
H 3.587509 -2.462522 1.216206 0.12 -0.15 -0.03
H 3.128424 -2.063897 2.814777 -0.07 -0.08 0.21
H 4.429404 -0.227638 2.579382 0.02 0.08 0.18
H 4.572221 -0.495639 0.865710 0.28 0.02 0.00
H 2.071566 0.879029 1.833604 -0.31 -0.27 -0.07
H 2.892024 0.944185 0.272079 -0.35 -0.10 -0.18
H 4.544284 1.926001 2.521263 0.27 0.00 -0.03
H 3.049607 2.791068 2.327143 0.01 0.14 0.16
H 3.479064 3.434930 0.089820 -0.15 -0.03 -0.19
H 4.859838 2.335507 -0.033689 0.05 0.03 -0.30
H 4.822587 4.442947 2.107086 0.12 0.06 0.25
H 6.210403 3.674747 1.336916 0.20 0.11 0.10
H 5.542918 4.956608 -0.790072 0.01 0.12 -0.22
H 4.350813 5.831395 0.187408 -0.18 0.04 -0.09
H 6.065877 5.994760 0.535766 0.09 0.19 -0.05
H 2.971832 -2.989254 -0.478523 0.14 0.09 0.02
H 3.814466 -0.989148 -1.245689 -0.05 0.41 0.24
H 2.157817 -0.479410 -1.679914 0.00 0.23 0.00
H 4.238025 -1.764311 -3.312176 0.15 0.01 -0.12
H 2.690998 -1.141029 -3.868216 -0.09 0.06 -0.12
H 2.823406 -2.791126 -3.242150 -0.10 -0.13 -0.01
H -5.026261 0.902947 -0.812053 -0.27 0.06 -0.19
H -4.334722 -0.242464 0.269680 0.12 0.02 0.18
H -7.603184 -1.200749 0.366190 -0.13 0.04 -0.05
H -6.254256 -2.195098 0.871139 0.27 -0.03 0.24
H -6.283955 -0.430540 1.225671 0.18 0.03 0.14
H -7.002044 0.549567 -2.054616 0.07 -0.17 0.21
H -7.320056 1.807121 -3.212821 -0.03 0.08 -0.25
H -6.084891 2.096315 -2.008399 -0.02 0.04 0.14
H -4.215699 2.469759 -3.811112 0.12 0.22 -0.21
Hg 0.590391 -4.258739 -4.483094 -0.14 0.62 -0.08

| no. | F_max (eV/Å) | HOMO level (eV) | HOMO-LUMO gap (eV) |
| --- | --- | --- | --- |
| 1 | 1.626 | -9.1 | 8.043 |
| 2 | 2.611 | -7.6 | 2.815 |